# C32H33BBrCl2FN2O4

A 2-piece molecular cluster, C32H33BBrCl2FN2O4 overall (wB97M-V/def2-TZVPD, the Open Molecules 2025 dataset).

Output
Frontier orbital gap ... 7.400 eV
Total energy ... -5268.33865 Eh
Strongest force on any atom ... 7.9 eV/A
Molecular weight ... 690.246 g/mol
Energy relative to the best compared isomer or geometry (same formula, charge and spin) ... 1374.7 kJ/mol

Last column: Löwdin charge in e.
Geometry (Å):
C1 -3.671 0.078 2.483  -0.045
B1 -2.093 -0.023 2.030  -0.407
O1 -1.019 0.211 2.965  0.069
C2 -1.849 -0.363 0.430  0.041
C3 -1.665 -1.856 -0.102  -0.059
C4 -1.679 -3.138 0.882  -0.147
C5 -3.080 -3.957 0.872  -0.195
C6 -4.162 -3.375 -0.181  -0.195
C7 -5.465 -4.374 -0.100  -0.267
N1 -5.974 -4.539 -1.501  -0.063
C8 -1.418 -2.125 -1.654  -0.088
C9 -1.174 -3.619 -2.254  -0.209
C10 0.294 -4.144 -1.799  -0.685
C11 1.441 -3.949 -2.916  -0.159
Br1 0.156 -6.118 -1.378  0.583
C12 -1.354 -0.958 -2.729  0.057
C13 -1.533 0.495 -2.187  -0.026
C14 -1.775 0.788 -0.638  0.009
C15 -1.893 2.366 -0.271  -0.227
O2 -2.745 2.849 0.530  0.047
C16 -0.836 3.310 -1.069  0.016
C17 -0.602 3.021 -2.620  -0.016
C18 0.369 3.853 -3.513  0.064
C19 1.157 5.025 -2.835  -0.173
N2 2.134 5.887 -3.539  0.092
C20 2.529 5.316 -4.672  -0.141
O3 2.425 4.849 -5.840  0.093
C21 0.951 5.332 -1.291  0.053
C22 -0.042 4.485 -0.386  -0.131
C23 -0.190 4.803 1.176  -0.583
Cl1 -0.181 6.629 1.434  0.535
C24 1.115 4.213 1.996  -0.628
C25 1.844 2.996 1.224  -0.145
Cl2 2.426 5.533 2.181  0.481
C26 -1.432 1.754 -3.213  -0.249
O4 -1.980 1.739 -4.353  0.042
H1 -4.032 -0.823 3.096  0.072
H2 -4.362 0.191 1.553  0.081
H3 -3.813 1.067 3.080  0.086
H4 -1.398 -0.034 3.848  0.112
H5 -0.851 -3.911 0.617  0.088
H6 -1.466 -2.853 1.989  0.119
H7 -3.523 -3.923 1.942  0.118
H8 -2.869 -5.075 0.631  0.111
H9 -4.459 -2.311 0.125  0.110
H10 -3.811 -3.423 -1.281  0.090
H11 -5.112 -5.391 0.300  0.112
H12 -6.257 -3.860 0.549  0.114
H13 -5.233 -5.031 -2.037  0.062
H14 -6.041 -3.601 -1.955  0.071
H15 -2.012 -4.353 -1.953  0.085
H16 -1.132 -3.545 -3.414  0.118
H17 0.637 -3.583 -0.842  0.093
H18 2.374 -3.530 -2.357  0.088
H19 1.190 -3.179 -3.730  0.080
H20 1.779 -4.952 -3.373  0.065
H21 -1.186 -1.123 -3.850  0.113
H22 0.477 3.566 -4.614  0.110
H23 1.566 6.177 -0.805  0.095
H24 -1.136 4.386 1.669  0.108
H25 0.830 3.890 3.071  0.116
H26 1.111 2.199 0.843  0.082
H27 2.468 3.396 0.328  0.085
H28 2.609 2.470 1.925  0.077
F1 3.783 1.154 3.957  0.054
C27 4.995 0.753 3.543  -0.293
C28 6.129 1.344 4.078  -0.017
C29 7.385 0.923 3.652  -0.082
C30 7.493 -0.076 2.687  -0.099
C31 6.347 -0.658 2.152  -0.085
C32 5.091 -0.246 2.586  -0.021
H29 6.026 2.125 4.822  0.117
H30 8.280 1.374 4.070  0.105
H31 8.473 -0.400 2.351  0.101
H32 6.433 -1.434 1.397  0.104
H33 4.189 -0.695 2.187  0.115

Force components x, y, z for each atom (eV/Å):
C -0.307 0.679 -0.273
B -0.091 0.236 0.283
O -2.539 -1.408 -1.002
C 1.228 -0.547 -3.969
C 0.665 1.986 -2.261
C 0.112 -0.111 0.277
C -0.029 0.317 -0.366
C -0.358 -1.392 1.220
C 1.155 1.417 -0.712
N 0.412 0.154 0.084
C -0.274 2.479 0.025
C 0.521 0.847 0.075
C 0.050 0.943 -0.319
C 1.011 0.114 0.741
Br 0.110 1.111 -0.003
C -0.888 1.333 4.687
C 0.104 -1.900 1.540
C 0.534 -2.153 -1.410
C -1.084 0.616 0.781
O 3.462 -2.048 -2.719
C 1.988 1.603 -1.744
C 1.099 1.567 1.339
C -0.938 0.416 3.948
C -2.137 -2.016 2.788
N 1.090 -3.700 -3.810
C -4.417 -0.450 -2.473
O 1.798 2.943 7.134
C -1.600 -2.615 -1.369
C -0.046 -0.516 -3.677
C 1.310 -0.324 -0.119
Cl -0.956 -1.110 -0.370
C 0.342 -0.831 -0.350
C 0.711 -0.110 0.183
Cl -0.633 -1.310 0.056
C -0.986 -0.006 -1.418
O 2.519 0.013 4.441
H 0.479 1.322 -0.733
H 1.246 -0.364 1.603
H 0.188 -1.786 -0.732
H 0.598 0.778 -0.912
H -1.313 1.649 0.224
H -0.239 -0.054 -2.028
H 0.567 -0.061 -1.829
H -0.352 1.911 0.353
H 0.514 -1.441 -0.672
H -0.326 0.319 1.993
H -0.874 1.526 -0.471
H 1.031 -1.165 -0.837
H -0.742 0.385 0.458
H -0.009 -0.994 0.629
H 1.465 1.250 -0.354
H -0.344 -0.102 2.054
H -0.767 -1.311 -1.597
H -1.544 -0.737 -1.051
H 0.081 -1.244 1.235
H -0.813 1.695 0.585
H -0.308 0.139 1.968
H -0.138 0.576 1.830
H -1.161 -1.545 -0.952
H 1.369 0.598 -1.153
H 0.363 0.737 -1.922
H 0.926 1.255 0.625
H -1.323 -0.602 1.504
H -1.484 1.020 -1.042
F -0.186 0.062 0.053
C 0.818 -0.266 -0.272
C -0.054 0.116 0.123
C -0.235 -0.206 -0.203
C 0.053 0.009 0.008
C 0.069 0.227 0.224
C -0.174 -0.027 -0.043
H -0.038 -0.059 -0.047
H -0.132 -0.022 -0.037
H -0.128 0.038 0.039
H -0.045 0.082 0.101
H 0.024 0.063 0.042